A cluster of 13 separate species, C78H219N29O8P8 in total in a non-equilibrium geometry. Source: the OMol25 dataset; level of theory: ωB97M-V/def2-TZVPD.

Results
- Gap between HOMO and LUMO: 8.51 eV
- E_HOMO: -8.2 eV
- LUMO: 0.33 eV
- Energy: -8024.207594 hartree

The geometry in XYZ format:
```
342
C78H219N29O8P8 (ωB97M-V/def2-TZVPD)
O -4.7239 -0.9954 -5.8581
P -3.5341 -1.8177 -5.8474
N -3.8845 -3.4432 -5.9306
C -5.2361 -3.8540 -5.5198
C -2.9553 -4.5708 -6.1393
N -2.5531 -1.4224 -4.5923
C -3.0634 -0.5591 -3.5209
C -1.3943 -2.2114 -4.2516
N -2.4772 -1.6023 -7.1764
C -2.7821 -2.2074 -8.5074
C -1.8847 -0.2488 -7.3089
H -5.9418 -3.1182 -5.7756
H -5.3520 -3.9582 -4.4477
H -5.4972 -4.8007 -5.9740
H -1.9365 -4.2239 -6.3148
H -3.2598 -5.1290 -7.0000
H -2.9296 -5.2455 -5.2861
H -3.6133 -1.1048 -2.7411
H -2.2491 -0.0248 -3.0586
H -3.7468 0.1528 -3.9255
H -0.5810 -1.5599 -3.8387
H -1.6365 -2.9733 -3.5228
H -1.0044 -2.8110 -5.1286
H -3.2370 -3.1773 -8.3852
H -3.5466 -1.6673 -9.0479
H -1.9280 -2.1908 -9.1509
H -0.8672 -0.2403 -7.7822
H -1.7100 0.2126 -6.3203
H -2.6127 0.4003 -7.8200
O -4.8920 6.1631 6.4597
P -4.5860 4.9183 5.7213
N -5.7884 4.4859 4.6561
C -6.6077 5.5723 4.1475
C -5.7914 3.1952 3.9711
N -4.3378 3.5444 6.6059
C -5.3653 2.7142 7.2275
C -3.1526 3.5418 7.3992
N -3.1865 5.1110 4.8977
C -2.4607 6.4090 4.8138
C -2.4364 4.0620 4.2301
H -6.5263 5.6445 3.0117
H -6.1920 6.4784 4.5782
H -7.6687 5.4277 4.2406
H -5.4743 3.3043 2.9137
H -6.8246 2.8992 3.9240
H -5.1902 2.4584 4.5337
H -6.2908 2.9063 6.7189
H -5.2462 1.6682 7.0308
H -5.4179 2.8111 8.3008
H -2.6619 4.4964 7.6486
H -3.3412 3.1973 8.3839
H -2.2875 3.0004 7.0817
H -2.8574 7.2773 5.3727
H -1.3959 6.2769 5.0722
H -2.5278 6.7839 3.7624
H -2.9960 3.1458 4.0035
H -1.4863 3.7896 4.7205
H -2.0850 4.4264 3.2692
O 3.5685 -1.1451 4.6166
P 2.4407 -1.6399 5.4208
N 1.5341 -2.6694 4.4260
C 0.1536 -2.9038 4.5222
C 2.1671 -3.4601 3.4296
N 1.3492 -0.5004 5.9048
C 0.4712 0.2796 5.0307
C 1.5252 0.1071 7.2623
N 2.8984 -2.5314 6.7961
C 4.2598 -2.7829 7.1161
C 1.9053 -3.2262 7.5250
H -0.1419 -2.1909 5.2847
H -0.0910 -3.9199 4.9196
H -0.3433 -2.6383 3.6144
H 1.7156 -3.3381 2.4710
H 2.1557 -4.5364 3.7389
H 3.2051 -3.1768 3.3610
H -0.2278 0.7788 5.7223
H 1.0670 1.0481 4.5399
H -0.1108 -0.1925 4.2170
H 0.6660 -0.2018 7.9355
H 2.4139 -0.3231 7.7365
H 1.5972 1.1849 7.1761
H 4.8426 -2.3986 6.3045
H 4.5747 -2.3189 8.0709
H 4.3541 -3.8280 7.2703
H 0.8970 -2.8093 7.3744
H 2.0953 -3.2403 8.5959
H 1.8561 -4.3039 7.2300
O 4.3027 -0.7478 -8.3975
P 4.5930 -0.2012 -7.0215
N 4.5782 1.4381 -6.9427
C 3.5296 2.1470 -7.7248
C 5.5097 2.2325 -6.1574
N 6.0735 -0.6373 -6.4088
C 6.2032 -1.9731 -5.8043
C 7.2531 -0.2730 -7.1876
N 3.4945 -0.7892 -5.9509
C 3.4664 -0.2981 -4.5686
C 2.6216 -2.0047 -6.2256
H 3.1384 1.4413 -8.4712
H 3.9670 3.0186 -8.2735
H 2.7339 2.4905 -7.0794
H 5.9225 1.6352 -5.3513
H 4.9272 3.0826 -5.7096
H 6.1898 2.7395 -6.8498
H 7.2106 -2.0658 -5.3116
H 5.4757 -2.1571 -5.0282
H 6.2051 -2.7942 -6.5393
H 7.0933 0.5296 -7.9257
H 8.0721 -0.0834 -6.5012
H 7.6435 -1.1057 -7.8171
H 3.8974 -0.9364 -3.7639
H 3.9318 0.7076 -4.6251
H 2.4159 -0.0848 -4.2673
H 2.4085 -2.1496 -7.3098
H 1.7076 -1.7188 -5.6771
H 3.0099 -2.8652 -5.6476
O -5.6545 -0.9626 7.1725
P -4.2412 -1.3529 7.2390
N -3.3843 -0.7752 8.6292
C -2.0279 -0.2763 8.5897
C -3.9163 -0.9930 9.9713
N -3.1910 -0.8088 5.9895
C -2.9967 -1.5930 4.7743
C -3.3379 0.6332 5.6842
N -4.1344 -3.0023 7.2825
C -3.0558 -3.7434 7.7668
C -5.0042 -3.7170 6.3381
H -1.6991 -0.0502 7.5724
H -1.3213 -0.9787 8.9213
H -1.9818 0.6982 9.1106
H -4.5491 -1.8637 9.9184
H -4.4864 -0.1199 10.3837
H -3.1000 -1.2190 10.6501
H -3.8588 -1.5716 4.1044
H -2.2251 -1.2067 4.1763
H -2.8973 -2.6537 4.9635
H -2.5672 1.0497 5.0473
H -4.3323 0.7477 5.2387
H -3.3040 1.1308 6.6765
H -3.3000 -4.7228 8.1729
H -2.3100 -4.0466 7.0361
H -2.5289 -3.1236 8.4890
H -5.4762 -4.5727 6.8477
H -4.3675 -4.1893 5.5650
H -5.8098 -3.0699 5.9307
O 0.7687 -6.6023 -2.1856
P 1.2404 -7.6214 -1.2551
N 2.5934 -8.3018 -1.9116
C 3.1735 -9.5998 -1.5867
C 3.3025 -7.5782 -2.9823
N 0.2866 -8.9294 -0.8360
C -0.6326 -9.0123 0.2756
C -0.0110 -9.9488 -1.8094
N 1.6013 -6.9771 0.2399
C 1.3670 -5.5871 0.4249
C 2.4631 -7.6772 1.1564
H 2.6600 -10.0276 -0.7214
H 4.2410 -9.3713 -1.2962
H 3.1944 -10.2684 -2.4896
H 2.7580 -6.6555 -3.0682
H 3.3153 -8.0742 -3.9637
H 4.3189 -7.4488 -2.6863
H -1.6351 -8.9454 -0.1303
H -0.5119 -9.9643 0.8415
H -0.5178 -8.1951 0.9661
H 0.5672 -9.8178 -2.6927
H 0.0692 -10.9425 -1.3544
H -1.0357 -9.7713 -2.1164
H 0.7848 -5.2049 -0.4261
H 0.6976 -5.3884 1.2735
H 2.2620 -5.0043 0.5181
H 1.9132 -7.8580 2.1045
H 3.4194 -7.1141 1.2721
H 2.7100 -8.6682 0.7419
O 4.6099 4.7924 -4.4135
P 4.2988 4.9655 -2.9714
N 4.8349 6.4482 -2.3937
C 4.4243 6.9837 -1.0383
C 5.8641 7.2125 -3.0605
N 4.8312 3.7504 -1.9231
C 6.1276 3.7724 -1.2579
C 4.4621 2.3858 -2.0790
N 2.6605 4.9291 -2.7564
C 1.8971 5.5164 -3.8037
C 2.0272 4.6610 -1.4977
H 3.3858 6.7770 -0.8151
H 4.5628 8.0556 -1.0734
H 5.0376 6.6128 -0.2137
H 6.4462 7.6577 -2.2514
H 5.4735 8.0382 -3.6633
H 6.4979 6.5484 -3.6321
H 6.2125 2.9904 -0.5533
H 6.9922 3.6666 -1.9263
H 6.2117 4.7594 -0.8180
H 5.2220 1.7899 -2.6863
H 4.3869 1.8390 -1.1265
H 3.5665 2.1812 -2.6133
H 0.8981 5.0448 -3.8079
H 1.8078 6.5969 -3.7794
H 2.3253 5.2085 -4.7790
H 2.7317 4.6007 -0.6678
H 1.3696 3.7538 -1.4802
H 1.4529 5.5205 -1.1926
O -0.5869 -1.2024 1.8514
P -0.1945 -0.2353 0.8497
N -1.4136 0.8763 0.6074
C -1.8376 1.5019 1.8328
C -2.5001 0.6859 -0.3278
N 0.2107 -0.8721 -0.5903
C 0.8782 -0.0678 -1.6111
C 0.0527 -2.3546 -0.8751
N 1.0320 0.7688 1.4245
C 1.4350 2.0507 0.8287
C 2.1789 -0.0852 1.7912
H -1.0665 1.5473 2.5838
H -2.6435 0.8671 2.1876
H -2.1787 2.5227 1.6469
H -3.3830 0.3333 0.1523
H -2.1490 -0.0674 -1.0337
H -2.7280 1.6290 -0.8539
H 1.5152 -0.7114 -2.2057
H 0.0917 0.4120 -2.2055
H 1.4693 0.7380 -1.2177
H -0.7545 -2.6828 -1.5479
H 0.9687 -2.6683 -1.3951
H -0.0323 -2.8638 0.0846
H 2.3937 1.9668 0.3012
H 0.6268 2.3625 0.1553
H 1.6223 2.7693 1.6440
H 2.0595 -0.6031 2.7539
H 3.0134 0.5778 1.9881
H 2.4546 -0.7824 1.0282
C -3.7098 -2.5347 1.4020
C -3.5064 -2.4972 -0.1018
N -3.7116 -3.7016 -0.9054
C -5.1164 -4.1207 -0.8675
C -6.1444 -3.1093 -1.2767
C -2.8414 -4.7782 -0.4354
C -2.8555 -6.0352 -1.2885
H -4.6906 -2.8835 1.7089
H -3.5697 -1.5429 1.7902
H -2.9979 -3.1663 1.9711
H -4.1493 -1.7214 -0.4941
H -2.5052 -2.1382 -0.3461
H -5.1795 -4.9812 -1.5566
H -5.3546 -4.5622 0.1404
H -5.9219 -2.5999 -2.2070
H -7.0756 -3.6566 -1.3130
H -6.2564 -2.3265 -0.5229
H -2.9778 -4.9443 0.6545
H -1.8550 -4.3142 -0.5702
H -2.0595 -6.7587 -0.9790
H -2.5513 -5.7171 -2.3595
H -3.7737 -6.6422 -1.3774
C -5.9402 2.9565 -4.5606
C -6.4891 4.0889 -3.7540
N -5.9298 4.1323 -2.4232
C -6.1232 5.4179 -1.8032
C -7.5497 5.7512 -1.3254
C -6.2974 2.9517 -1.6692
C -5.7941 3.0032 -0.2247
H -6.5718 2.0820 -4.6197
H -4.9712 2.6830 -4.1181
H -5.7151 3.3230 -5.5620
H -6.2735 5.0628 -4.2039
H -7.5831 3.9881 -3.7556
H -5.7707 6.2317 -2.4854
H -5.4204 5.4901 -0.9475
H -7.5571 6.7871 -0.9759
H -7.9760 4.9813 -0.6287
H -8.1779 5.7801 -2.2688
H -7.4065 2.8343 -1.7421
H -5.8686 2.0843 -2.1885
H -6.0367 3.8920 0.3321
H -6.1160 2.1272 0.3253
H -4.7029 2.9282 -0.3190
C 5.6864 -1.1717 0.7289
C 5.3238 -0.9759 -0.8330
N 5.2200 -2.1111 -1.7115
C 4.1573 -2.9965 -1.2259
C 3.6400 -3.9093 -2.3283
C 6.4036 -2.8657 -1.9351
C 7.6739 -1.9750 -2.1228
H 6.6658 -1.6209 0.9396
H 4.9482 -1.8503 1.1594
H 5.6467 -0.2409 1.3486
H 4.3588 -0.4835 -0.8028
H 6.0464 -0.2443 -1.1660
H 4.4856 -3.6444 -0.3732
H 3.3512 -2.3181 -0.9360
H 3.1301 -3.3832 -3.1610
H 4.3874 -4.5746 -2.7253
H 2.8427 -4.5028 -1.8586
H 6.4316 -3.4047 -2.8800
H 6.5321 -3.6338 -1.1651
H 7.4454 -1.1784 -2.8471
H 8.4935 -2.5618 -2.5802
H 8.0979 -1.5971 -1.1889
C -2.2528 4.7901 -2.1339
C -2.3996 4.5685 -3.6958
N -1.2817 3.9722 -4.4130
C -1.4150 4.1833 -5.8485
C -1.1747 5.6561 -6.3808
C -1.1067 2.5541 -4.0756
C 0.1330 1.9349 -4.7226
H -3.1576 5.3223 -1.7794
H -1.3384 5.3229 -1.8074
H -2.2849 3.8804 -1.5277
H -3.2981 4.0404 -3.9415
H -2.5334 5.5933 -4.0689
H -2.3762 3.7795 -6.2505
H -0.6206 3.5774 -6.2964
H -2.0811 6.2905 -6.3292
H -0.9106 5.6493 -7.4099
H -0.3912 6.1927 -5.7916
H -0.9860 2.3614 -2.9726
H -1.9664 1.9544 -4.3502
H 1.0579 2.4851 -4.5704
H 0.2562 0.9166 -4.5014
H -0.0038 1.9332 -5.8208
C 4.4334 2.0581 5.5559
C 3.7238 2.6206 4.3390
N 4.1770 3.9224 3.9035
C 3.9741 4.3287 2.5510
C 4.7736 3.4420 1.5443
C 3.8248 4.9372 4.8661
C 4.6935 6.2316 4.7432
H 5.5113 2.1962 5.6131
H 4.3602 0.9501 5.6153
H 4.0410 2.5711 6.4534
H 3.9416 1.9295 3.5397
H 2.6429 2.5358 4.4710
H 2.8846 4.3589 2.1977
H 4.2787 5.3831 2.4539
H 5.8600 3.5360 1.5894
H 4.5904 2.3528 1.6319
H 4.4851 3.8258 0.6045
H 4.0335 4.5590 5.8400
H 2.7463 5.2517 4.8445
H 4.4995 6.9039 5.6043
H 4.3626 6.8832 3.9416
H 5.7811 6.0825 4.5857
```